Record 1
C20H40Cu3O24S5 | ωB97M-V with the def2-TZVPD basis set

```
92
C20H40Cu3O24S5 | the Open Molecules 2025 dataset | ωB97M-V with the def2-TZVPD basis set
H -0.963 1.708 0.635
C -4.690 -2.439 -0.089
H 0.211 -1.834 2.146
H -2.590 4.797 2.644
C 4.613 -1.111 -2.302
H -3.645 -4.078 -0.984
H 2.727 0.646 4.780
H -2.143 -0.625 0.475
O 1.703 -0.294 -1.768
H -3.892 -1.639 -3.009
H 3.744 -1.555 -1.818
H -5.545 -2.949 0.355
O -4.309 0.585 -1.512
H -1.495 1.801 2.264
H 3.132 2.663 4.123
O -5.065 -0.047 -3.650
C -1.356 2.410 1.371
C 1.611 0.791 2.892
O 6.278 0.469 -1.998
C 4.939 0.344 -2.280
H -4.398 -1.830 1.956
H 1.986 -3.669 -0.747
H 1.971 3.950 3.843
H -1.038 -3.660 2.218
C -3.153 0.334 -2.259
Cu 1.767 2.799 0.485
S 2.199 3.346 -2.292
Cu 1.064 0.619 -3.643
O -0.256 -0.963 -0.618
O -6.792 0.815 -1.830
O -1.324 -2.317 -3.253
C -4.124 -1.489 0.957
O 8.163 -1.207 -1.065
S -5.502 1.051 -2.487
C 1.748 -3.864 0.298
O 1.936 2.187 2.517
C -0.653 4.580 1.607
H -4.604 -0.510 0.968
C -3.825 -0.599 -3.326
O 1.133 0.910 0.156
S 7.186 -0.946 -2.138
Cu -0.695 -2.902 -1.253
H -2.136 -1.714 1.842
H 4.698 0.914 -3.177
H 4.398 0.822 -1.464
H 2.175 -1.777 0.744
H 2.149 -4.840 0.572
H 0.601 0.498 2.606
H 2.374 0.140 2.465
H -2.824 1.296 -2.650
H -2.325 -0.036 -1.653
H 1.522 2.475 5.852
C -2.560 -1.560 0.850
H 4.282 -1.537 -3.250
O 2.675 4.564 -2.851
C 0.888 -2.677 2.284
O 5.756 -1.772 -1.941
H -3.460 2.913 1.343
H -0.076 5.199 0.920
H -3.212 -0.571 -4.227
O -5.323 2.387 -3.100
C -3.549 -3.419 -0.121
H -3.534 -4.134 0.702
H -4.948 -2.015 -1.059
C 1.718 0.828 4.410
C 2.072 -2.727 1.266
H 0.321 -4.780 2.340
C 2.124 2.873 3.766
O 1.982 2.353 -3.295
O 0.312 -3.899 0.442
C -2.149 4.654 1.657
H -2.465 3.502 -0.076
O -0.062 -3.424 -4.965
O 7.665 -1.220 -3.481
H 3.001 -2.854 1.822
O -0.215 3.230 1.349
H 0.227 2.302 4.548
O -2.328 -2.686 0.057
C -2.510 3.322 0.998
H -2.503 5.517 1.093
H 1.211 -2.728 3.324
O 3.130 2.918 -1.315
C 1.278 2.217 4.822
O 1.095 3.607 -1.436
O 0.490 -1.191 -4.321
H -0.313 4.710 2.635
S -0.002 -2.494 -3.885
S 0.589 0.204 -0.939
O 0.737 -2.975 -2.781
O -0.086 1.081 -1.847
H 1.078 0.085 4.885
C -0.024 -3.859 1.870
```

Calculated values
HOMO (alpha / beta): -9.98 / -9.65 eV
energy: -258615.7528 eV
multiplicity: 4
⟨S²⟩: 3.762

---

Record 2
C20H40F2FeGeN3O3Se2 | ωB97M-V with the def2-TZVPD basis set

```
72
C20H40F2FeGeN3O3Se2 | the Open Molecules 2025 dataset | ωB97M-V with the def2-TZVPD basis set
H -1.552 -0.445 -3.781
H 1.956 1.709 -2.734
H -4.805 2.380 -0.023
H -0.510 0.498 5.450
C 1.137 1.041 -4.588
H -2.656 -1.701 0.688
C 1.070 1.823 4.808
H 3.130 1.167 4.933
C 0.958 -0.232 -5.413
O 2.187 -0.097 3.717
H 2.378 -1.550 -4.459
H -2.481 -4.386 1.137
H 2.241 3.447 4.003
H -0.125 -2.668 -4.039
C -0.197 -4.299 -2.655
N -4.272 1.556 0.183
H -2.559 -0.309 -2.353
H 0.897 1.869 6.981
H 0.520 3.508 3.581
C 1.436 0.828 -3.112
H -0.998 -4.813 -3.185
H 0.625 -2.320 -2.480
F 2.502 0.785 -0.416
H -1.602 -2.335 -1.399
F 1.857 -1.261 -0.808
H 1.961 1.613 -5.026
H -0.970 1.871 -2.646
H 2.398 -0.618 1.000
O 0.231 3.645 6.159
C -0.342 -3.896 1.298
N -0.590 -1.725 0.909
Se 1.855 2.109 1.943
C -2.930 1.543 0.120
H 0.751 -4.734 -2.963
C -0.785 2.744 0.076
H -0.684 3.081 1.112
C -1.784 -2.292 0.877
C -1.686 -3.670 1.115
C 1.799 -0.277 0.140
H 2.101 -0.017 -2.975
H 1.968 0.097 5.751
C 1.137 2.567 6.164
C 2.199 -1.115 -5.437
H -0.328 -4.475 -1.589
C 1.376 2.843 3.710
C -0.341 1.246 4.670
H -0.163 3.373 -0.561
C -1.592 -0.663 -2.713
H 0.201 -4.792 1.513
H 3.074 -0.538 -5.728
C -0.222 -2.807 -2.962
H 1.256 -2.515 1.237
Se -0.855 0.335 2.964
H -4.758 0.709 0.428
H 0.117 -0.799 -5.018
N 0.270 -2.706 1.170
H 0.233 1.650 -4.684
H -2.377 2.895 -1.379
C 2.138 0.713 4.855
H 0.279 4.107 7.003
H 2.067 -1.926 -6.152
O -2.294 0.525 0.359
Ge -0.235 0.668 -1.928
H -1.061 2.055 4.805
C -2.250 2.818 -0.298
H -2.747 3.680 0.159
C -1.506 -2.157 -2.468
H 2.164 2.929 6.324
Fe 0.115 0.813 0.424
H -2.356 -2.641 -2.958
H 1.320 -0.521 3.606
H 0.711 0.060 -6.438
```

Calculated values
HOMO (alpha / beta): -7.18 / -7.10 eV
energy: -259027.8145 eV
multiplicity: 6
⟨S²⟩: 8.890